{
  "formula": "C24H25N3O4S",
  "method": "ωB97M-V with the def2-TZVPD basis set",
  "species": ["C", "C", "C", "O", "C", "C", "C", "C", "C", "O", "C", "C", "O", "C", "O", "N", "C", "C", "C", "N", "C", "C", "N", "C", "C", "C", "C", "C", "C", "S", "C", "C", "H", "H", "H", "H", "H", "H", "H", "H", "H", "H", "H", "H", "H", "H", "H", "H", "H", "H", "H", "H", "H", "H", "H", "H", "H"],
  "coordinates": [[-1.90817, -4.20627, -0.30734], [-2.76028, -4.72818, -1.45756], [-2.57420, -3.94397, -2.76030], [-3.14901, -2.65205, -2.69297], [-2.42760, -1.55709, -2.36111], [-1.05219, -1.50302, -2.14116], [-0.44423, -0.30844, -1.80863], [-1.18935, 0.86180, -1.69873], [-0.55929, 2.12937, -1.31643], [-0.83512, 3.17718, -2.07492], [0.23684, 2.25906, -0.21111], [0.80778, 3.51876, 0.16337], [0.70200, 4.57832, -0.44826], [1.54866, 3.28688, 1.46676], [2.20949, 4.07058, 2.11259], [1.34228, 1.98599, 1.79204], [1.89312, 1.39971, 2.98513], [3.00360, 0.37798, 2.71366], [4.13180, 0.93219, 1.83284], [3.76182, 0.97689, 0.44167], [3.66333, 2.08142, -0.35562], [3.20546, 1.63972, -1.56347], [3.02565, 0.29290, -1.52637], [3.37207, -0.07244, -0.32153], [0.53731, 1.23185, 0.84738], [-0.71707, 0.69480, 1.46485], [-1.75271, 1.38835, 2.01088], [-2.79315, 0.54977, 2.46845], [-2.53307, -0.76521, 2.26119], [-1.00764, -1.00987, 1.50953], [-2.55877, 0.81921, -1.96149], [-3.16898, -0.37236, -2.27294], [-2.14068, -3.16557, -0.09471], [-0.84912, -4.28145, -0.54366], [-2.09746, -4.78886, 0.59115], [-2.51076, -5.77217, -1.65638], [-3.81522, -4.67851, -1.18127], [-3.12426, -4.44870, -3.56167], [-1.51886, -3.90284, -3.04336], [-0.43581, -2.38310, -2.22525], [0.62834, -0.27882, -1.68426], [-0.35988, 3.97076, -1.70868], [2.29364, 2.23460, 3.56785], [1.09125, 0.91860, 3.55645], [2.58076, -0.51330, 2.24630], [3.42380, 0.08205, 3.67565], [4.38680, 1.94584, 2.15040], [5.01824, 0.29680, 1.94251], [3.91651, 3.06130, -0.00762], [2.99452, 2.19979, -2.45162], [3.36602, -1.08581, 0.03039], [1.11586, 0.38778, 0.45329], [-1.77109, 2.46128, 2.08265], [-3.69428, 0.91436, 2.92721], [-3.14082, -1.61353, 2.50472], [-3.13829, 1.72722, -1.89812], [-4.22959, -0.42153, -2.46234]],
  "smiles": "CCCOc1ccc(/C(O)=C2/C(=O)C(=O)N(CCCn3ccnc3)[C@H]2c2cccs2)cc1",
  "orbital_gap_ev": 8.17,
  "energy_ha": -1792.9880,
  "total_charge": 0,
  "e_above_lowest_kj_mol": 217.8
}

{
  "formula": "C24H25N3O4S",
  "method": "ωB97M-V with the def2-TZVPD basis set",
  "species": ["C", "O", "C", "C", "C", "C", "C", "C", "C", "O", "N", "C", "C", "O", "N", "C", "C", "O", "C", "C", "H", "H", "H", "H", "H", "H", "H", "H", "H", "H", "H", "H", "H", "H", "C", "S", "C", "C", "C", "C", "C", "C", "C", "N", "C", "C", "H", "H", "H", "H", "H", "H", "H", "H", "H", "H", "H"],
  "coordinates": [[0.49373, -0.89188, -6.42250], [1.37738, -0.89078, -5.27698], [0.95611, -0.47045, -4.05312], [1.83267, -0.70859, -2.97424], [1.40291, -0.50536, -1.68151], [0.13994, 0.00950, -1.34881], [-0.21872, 0.34361, 0.13426], [-1.60168, 0.16760, 0.39457], [-2.30123, 1.28304, 1.04956], [-1.74791, 2.35948, 1.36802], [-3.67069, 1.11359, 1.31761], [-4.33667, 2.05104, 2.18648], [-4.48951, 0.23252, 0.62200], [-5.74058, 0.19811, 0.78788], [-3.87917, -0.62131, -0.29525], [-4.79343, -1.57785, -0.88731], [-2.48205, -0.87147, -0.27920], [-2.03166, -1.86108, -0.87049], [-0.66720, 0.40957, -2.47005], [-0.27647, 0.16984, -3.79949], [1.10016, -1.31828, -7.22443], [-0.38913, -1.52395, -6.24807], [0.19534, 0.13131, -6.68808], [2.81785, -1.12242, -3.18534], [2.06918, -0.82880, -0.87932], [0.18962, 1.57903, 0.28692], [-5.37204, 1.71674, 2.23551], [-3.86731, 2.01145, 3.17200], [-4.27200, 3.06071, 1.77414], [-4.33810, -2.02456, -1.76802], [-5.05324, -2.34970, -0.15069], [-5.71476, -1.04366, -1.13309], [-1.63472, 0.88212, -2.29522], [-0.94461, 0.45839, -4.61185], [1.52701, -0.51102, 4.10066], [0.15724, -0.22392, 2.85471], [-0.42988, 1.16607, 3.95858], [0.87732, 0.63260, 1.36857], [2.32431, 0.15959, 1.16189], [3.28572, 1.10935, 0.75398], [4.59053, 0.72183, 0.42785], [4.97841, -0.61114, 0.58075], [6.28353, -1.04783, 0.16176], [7.34268, -1.42182, -0.21177], [4.06659, -1.54622, 1.08740], [2.74473, -1.16790, 1.37827], [2.30096, -1.19646, 3.75047], [2.00789, 0.40847, 4.46490], [1.01577, -0.97741, 4.95357], [-0.96857, 1.93291, 3.39212], [-1.11608, 0.67127, 4.65744], [0.39065, 1.60668, 4.54414], [1.04830, 1.59316, 1.99019], [3.05137, 2.18212, 0.74381], [5.30906, 1.45291, 0.04093], [4.38546, -2.58006, 1.23808], [2.07497, -1.92072, 1.81578]],
  "orbital_gap_ev": 6.46,
  "energy_ha": -1792.7919,
  "total_charge": 0,
  "e_above_lowest_kj_mol": 732.6
}

{
  "formula": "C24H25N3O5",
  "method": "ωB97M-V with the def2-TZVPD basis set",
  "species": ["C", "O", "C", "C", "C", "C", "C", "N", "C", "O", "C", "O", "C", "C", "O", "C", "C", "C", "N", "N", "C", "C", "C", "C", "C", "C", "C", "C", "C", "C", "O", "C", "H", "H", "H", "H", "H", "H", "H", "H", "H", "H", "H", "H", "H", "H", "H", "H", "H", "H", "H", "H", "H", "H", "H", "H", "H"],
  "coordinates": [[-0.52971, -3.50680, -5.47710], [-0.51423, -2.15941, -5.08011], [-0.84345, -1.86221, -3.79221], [-1.24874, -2.78012, -2.83935], [-1.56223, -2.37222, -1.55119], [-1.46624, -1.04055, -1.19816], [-1.77479, -0.59182, 0.20206], [-0.63815, -0.70810, 1.10496], [0.61293, -1.14329, 0.81740], [1.05082, -1.53180, -0.24391], [1.44941, -1.11991, 2.11500], [1.95791, -2.40654, 2.37056], [2.60865, -0.09610, 1.97654], [2.08234, 1.30812, 2.18255], [2.24454, 1.88562, 3.23889], [1.29271, 1.89952, 1.10349], [1.40297, 1.82486, -0.31609], [2.41066, 1.13420, -1.15984], [0.45801, 2.55104, -0.87839], [-0.26544, 3.07898, 0.11830], [0.20918, 2.74712, 1.33170], [-0.40859, 3.22122, 2.59056], [0.43620, -0.68670, 3.13514], [0.54830, -0.49287, 4.49162], [-0.56486, -0.02976, 5.18389], [-1.75125, 0.23147, 4.52122], [-1.87217, 0.03478, 3.15095], [-0.76442, -0.42784, 2.46800], [-1.07789, -0.10593, -2.15394], [-0.76162, -0.49563, -3.44199], [-0.36935, 0.34692, -4.43401], [-0.36243, 1.73021, -4.16901], [-1.53510, -3.93715, -5.41022], [-0.20737, -3.51019, -6.51729], [0.16302, -4.11095, -4.88181], [-1.32238, -3.82726, -3.08518], [-1.86619, -3.10765, -0.82128], [-2.08972, 0.45907, 0.19797], [-2.58833, -1.19875, 0.61796], [2.30120, -2.75430, 1.53608], [3.33257, -0.31498, 2.76413], [3.07011, -0.22627, 0.99858], [2.16738, 0.07493, -1.24489], [2.39714, 1.56605, -2.15708], [3.40789, 1.24226, -0.73831], [-1.04110, 3.68705, -0.09385], [-1.48627, 3.06167, 2.58013], [0.02877, 2.69231, 3.43245], [-0.21822, 4.28629, 2.72229], [1.47650, -0.69593, 4.99997], [-0.50103, 0.13107, 6.24885], [-2.60362, 0.59466, 5.07603], [-2.80459, 0.23731, 2.64741], [-0.99440, 0.93035, -1.87027], [-1.37416, 2.09811, -3.96492], [0.28607, 1.98766, -3.32644], [0.01274, 2.19814, -5.07789]],
  "smiles": "COc1ccc(CN2C(=O)[C@@](O)(CC(=O)c3c(C)n[nH]c3C)c3ccccc32)cc1OC",
  "orbital_gap_ev": 8.40,
  "energy_ha": -1470.0325,
  "total_charge": 0,
  "e_above_lowest_kj_mol": 163.2
}